No. 1
C2H5N2P in the gas phase in a non-equilibrium geometry. Source: the OMol25 dataset; level of theory: the ωB97M-V functional and the def2-TZVPD basis.

Calculated values
Total energy, eV: -14420.1059
Net charge: 0
Structure (SMILES): [H]/N=C/C=N/P
Lowest unoccupied orbital energy (alpha / beta), eV: -1.2 / -1.2

Each line ends with the natural charge from an NBO analysis.
Cartesian coordinates (Å):
C  1.52825  -0.32679  0.18385  0.0240
C  0.24433  0.30845  0.17591  0.0941
N  2.57687  0.36520  0.10706  -0.5561
N  -1.09058  -0.38505  -0.10517  -0.7633
P  -2.55796  0.29091  0.19726  0.5291
H  1.42594  -1.43110  0.10323  0.1741
H  0.30318  1.34706  0.60030  0.1869
H  3.48806  -0.21008  -0.12625  0.3577
H  -2.84147  1.05683  -1.05621  -0.0246
H  -3.07660  -1.01544  -0.07997  -0.0220

Cartesian forces, eV/Å:
-0.569 -2.613 -1.390
-7.846 -0.853 0.437
2.576 -0.535 -0.755
10.689 2.462 1.139
-1.605 0.815 -0.226
0.555 0.417 0.027
-0.573 -0.667 -0.836
-2.411 1.120 1.047
0.130 -1.019 0.900
-0.945 0.873 -0.342


No. 2
C2H4S3 in the gas phase in a non-equilibrium geometry. Source: the OMol25 dataset; level of theory: the ωB97M-V functional and the def2-TZVPD basis.

Calculated values
Total energy, eV: -34643.1391
Net charge: 0
Lowest unoccupied orbital energy (alpha / beta), eV: -0.9 / -0.9

Each line ends with the natural charge from an NBO analysis.
Cartesian coordinates (Å):
C  0.60989  -0.14852  1.28927  -0.3059
C  -0.32385  -0.38321  0.16427  -0.7012
S  0.63468  -1.12944  2.74627  0.3846
S  -0.56150  -2.68362  3.23706  -0.4109
S  1.78975  1.11533  1.29177  0.1590
H  0.18662  -0.86151  -0.67304  0.2477
H  -0.75860  0.54725  -0.19375  0.2349
H  -1.12241  -1.04219  0.49768  0.2578
H  1.61182  1.48588  0.01844  0.1341

Cartesian forces, eV/Å:
-0.627 -2.240 2.233
-0.164 -0.070 0.012
0.393 1.073 -1.027
0.415 1.298 -1.213
0.031 -0.033 0.133
0.095 -0.018 -0.023
-0.008 0.126 -0.016
-0.055 -0.093 -0.024
-0.081 -0.044 -0.076


No. 3
A molecular structure, C35H24BeF9IN2O2P in a non-equilibrium geometry. Source: the OMol25 dataset; level of theory: the ωB97M-V functional and the def2-TZVPD basis.

Calculated values
Total energy, eV: -86007.8047
Net charge: +1
Lowest unoccupied orbital energy, eV: -4.0

Each line ends with the Löwdin charge.
Cartesian coordinates (Å):
Be  0.04624  0.09298  -0.15849  -0.1367
C  -0.70196  4.08772  1.12426  -0.0002
C  -1.55253  3.46278  0.07248  -0.2547
N  -2.41775  4.20058  -0.56992  0.1460
C  -3.17787  3.67641  -1.53166  -0.0882
C  -3.12437  2.35470  -1.90663  -0.1360
C  -3.88121  1.84444  -3.10914  -0.1959
O  -2.98819  1.31680  -4.07744  -0.0529
C  -2.19922  1.50623  -1.23355  -0.0855
C  -2.12302  0.12354  -1.53827  0.0252
N  -1.12834  -0.61658  -1.14371  0.0151
C  -0.98827  -1.96539  -1.44637  -0.3097
C  -1.49347  -2.55348  -2.61003  0.0063
C  -1.22806  -3.87833  -2.90285  -0.0472
C  -0.46088  -4.65053  -2.04447  -0.0554
C  0.05254  -4.09217  -0.88366  -0.1272
C  -0.20632  -2.76373  -0.60843  -0.5388
I  0.64881  -1.87152  1.14002  1.2747
C  -1.37082  2.08263  -0.23429  -0.2309
O  -0.43858  1.40835  0.37759  -0.1003
H  -0.95861  5.13762  1.22468  0.0897
H  0.34977  3.98209  0.85661  0.0784
H  -0.86906  3.57139  2.06972  0.0918
H  -3.84343  4.37737  -2.01744  0.1217
H  -4.49826  2.64479  -3.52633  0.1302
H  -4.55172  1.02711  -2.82408  0.1275
H  -2.72701  2.01631  -4.68495  0.0981
H  -2.94063  -0.32288  -2.09696  0.1431
H  -2.06269  -1.94832  -3.29770  0.1217
H  -1.61508  -4.30473  -3.81509  0.1200
H  -0.24497  -5.68171  -2.27494  0.1182
H  0.65992  -4.67562  -0.20711  0.1073
F  0.64666  -2.42476  -7.33049  0.1480
C  1.82913  -2.58907  -6.71154  -0.5964
F  2.77136  -2.22301  -7.58675  0.1603
F  1.96964  -3.90012  -6.49489  0.1492
C  1.88072  -1.77644  -5.44098  -0.0967
C  1.97075  -2.39601  -4.20143  0.0113
C  1.94834  -1.62019  -3.05737  -0.0752
C  1.83608  -0.23345  -3.14506  -0.3314
C  1.77294  0.37901  -4.39291  -0.0510
C  1.79696  -0.39331  -5.54032  0.0162
P  1.74030  0.67415  -1.56326  1.1572
C  3.45387  0.58419  -0.95992  -0.3524
C  4.52996  0.52707  -1.84211  -0.0456
C  5.80982  0.34672  -1.35047  0.0185
C  6.00807  0.20358  0.01810  -0.0941
C  4.94302  0.28784  0.90619  0.0099
C  3.66633  0.48869  0.41395  -0.0930
C  7.38612  -0.11150  0.55173  -0.5947
F  7.59190  -1.44076  0.58014  0.1522
F  8.35923  0.41259  -0.19795  0.1561
F  7.56067  0.33401  1.80025  0.1523
C  1.48084  2.40370  -2.05562  -0.3257
C  2.32349  3.42477  -1.62777  -0.0406
C  2.03393  4.74004  -1.95219  0.0160
C  0.89055  5.03426  -2.68226  -0.0915
C  0.04697  4.01904  -3.11849  0.0116
C  0.34080  2.70649  -2.80233  -0.0953
C  0.56951  6.47005  -3.02708  -0.5946
F  1.20375  6.86389  -4.14412  0.1540
F  0.93352  7.31394  -2.05790  0.1562
F  -0.73780  6.65573  -3.24172  0.1481
H  2.04838  -3.47019  -4.13099  0.1252
H  2.03042  -2.09492  -2.08765  0.1038
H  1.71029  1.45348  -4.47766  0.1061
H  1.74491  0.07435  -6.51169  0.1334
H  4.36625  0.61718  -2.90641  0.1174
H  6.65087  0.30806  -2.02552  0.1309
H  5.11113  0.17994  1.96688  0.1295
H  2.83276  0.57760  1.09828  0.0840
H  3.20695  3.19452  -1.04842  0.1118
H  2.69014  5.53484  -1.63204  0.1321
H  -0.83655  4.26364  -3.68791  0.1254
H  -0.30925  1.91008  -3.14306  0.1061

Cartesian forces, eV/Å:
0.000 0.389 -0.831
-0.029 -0.099 0.008
0.100 -0.146 0.042
0.159 0.334 0.430
-0.232 -0.489 -0.482
0.136 0.082 -0.078
-0.254 0.102 0.414
0.179 -0.162 -0.245
-0.097 1.049 0.516
0.244 -0.485 -0.013
-0.080 0.751 0.478
0.057 -0.964 -0.353
0.089 0.146 0.295
-0.052 0.022 0.036
0.039 0.035 0.055
0.087 0.069 0.115
0.025 0.173 0.246
-0.274 -0.470 -0.320
-0.681 0.002 -0.739
0.204 -0.005 0.738
0.003 0.014 -0.003
0.086 0.017 0.111
0.151 0.050 0.105
-0.103 -0.059 -0.164
0.011 -0.081 0.072
-0.002 0.082 -0.090
-0.022 -0.026 0.021
0.109 -0.085 -0.101
-0.050 0.079 -0.150
-0.031 -0.047 -0.081
-0.012 -0.101 -0.030
0.006 -0.080 -0.017
-0.174 0.108 0.014
-0.128 -0.046 -0.145
0.185 0.139 0.029
0.092 -0.141 0.205
0.002 -0.060 -0.019
0.006 0.057 -0.158
0.023 0.137 -0.006
-0.214 -0.068 0.207
0.054 -0.041 0.041
0.011 -0.213 0.014
0.604 0.078 -0.332
-0.253 -0.081 0.118
-0.050 0.028 0.157
0.063 -0.011 0.137
-0.003 0.026 0.096
0.170 -0.021 -0.095
0.002 0.033 -0.186
0.159 -0.138 0.022
-0.117 -0.094 -0.032
-0.020 0.152 -0.209
-0.135 0.106 0.133
-0.109 -0.030 0.154
-0.041 -0.158 -0.080
-0.170 0.094 -0.072
-0.022 0.030 0.025
0.087 0.088 0.040
0.124 0.027 0.029
0.006 0.147 -0.119
0.128 -0.127 -0.094
0.138 -0.016 0.238
-0.210 -0.155 -0.009
0.018 -0.063 -0.026
-0.017 -0.053 0.028
0.009 0.025 -0.018
-0.002 0.045 -0.097
0.017 -0.028 -0.075
0.080 -0.026 -0.040
0.038 0.047 0.072
-0.036 -0.044 0.053
0.038 0.020 0.019
0.028 0.077 0.055
-0.073 0.016 -0.033
-0.075 0.039 -0.022